{
  "formula": "C52H75F3N19O3PSi",
  "method": "the ωB97M-V functional and the def2-TZVPD basis",
  "e_homo_ev": -9.338,
  "largest_force_ev_per_a": 10.5,
  "lumo_energy_ev": -1.90,
  "homo_lumo_gap_ev": 7.441,
  "total_charge": 0,
  "total_energy_ha": -4221.84797,
  "elements": ["C", "C", "C", "P", "O", "C", "O", "C", "Si", "C", "C", "C", "C", "C", "C", "C", "F", "C", "F", "F", "C", "O", "H", "H", "H", "H", "H", "H", "H", "H", "H", "H", "H", "H", "H", "H", "H", "H", "H", "H", "C", "C", "N", "H", "H", "H", "C", "C", "N", "H", "H", "H", "C", "C", "N", "H", "H", "H", "C", "C", "N", "H", "H", "H", "C", "C", "N", "H", "H", "H", "C", "C", "N", "H", "H", "H", "C", "C", "N", "H", "H", "H", "C", "C", "N", "H", "H", "H", "C", "C", "N", "H", "H", "H", "C", "C", "N", "H", "H", "H", "C", "C", "N", "H", "H", "H", "C", "C", "N", "H", "H", "H", "C", "C", "N", "H", "H", "H", "C", "C", "N", "H", "H", "H", "C", "C", "N", "H", "H", "H", "C", "C", "N", "H", "H", "H", "C", "C", "N", "H", "H", "H", "C", "C", "N", "H", "H", "H", "C", "C", "N", "H", "H", "H"],
  "coordinates": [[-0.076, -4.574, -1.024], [-1.094, -3.835, 0.049], [-1.694, -4.476, 1.250], [-1.280, -6.345, 1.615], [-1.037, -6.562, 3.193], [-2.660, -3.583, 2.264], [-2.771, -4.090, 3.524], [-3.395, -2.153, 1.805], [-4.902, -1.381, 2.719], [-4.401, 0.141, 3.857], [-5.631, -2.696, 3.984], [-6.410, -0.959, 1.549], [-2.770, -1.491, 0.591], [-3.251, -0.061, -0.047], [-2.420, 1.256, 0.561], [-0.836, 0.933, 0.873], [-0.488, 0.227, 2.126], [0.300, 1.297, -0.050], [0.250, 1.235, -1.530], [1.577, 1.707, 0.577], [-1.493, -2.234, -0.194], [-0.725, -1.597, -1.113], [-0.248, -4.178, -2.124], [1.019, -4.212, -0.722], [-0.077, -5.745, -0.960], [-2.362, -7.185, 1.152], [0.003, -6.706, 0.998], [-5.365, 0.546, 4.389], [-3.775, 0.948, 3.287], [-3.741, -0.352, 4.721], [-6.751, -2.417, 4.198], [-4.953, -2.769, 4.936], [-5.601, -3.721, 3.393], [-6.303, -1.400, 0.471], [-6.401, 0.231, 1.462], [-7.434, -1.220, 2.079], [-4.404, 0.132, -0.042], [-2.937, -0.094, -1.198], [-2.414, 2.038, -0.341], [-2.991, 1.792, 1.436], [0.117, -6.977, 5.960], [0.257, -7.974, 7.098], [0.374, -8.801, 8.043], [-0.674, -6.257, 6.190], [1.058, -6.439, 5.817], [-0.138, -7.501, 5.035], [-3.970, 3.439, -3.771], [-4.155, 2.983, -2.333], [-4.309, 2.605, -1.140], [-2.940, 3.255, -4.090], [-4.650, 2.889, -4.427], [-4.183, 4.508, -3.853], [2.572, 4.215, -0.960], [2.554, 5.734, -1.029], [2.538, 6.993, -1.086], [3.553, 3.869, -0.622], [1.810, 3.865, -0.259], [2.367, 3.795, -1.949], [3.669, 7.397, -4.248], [3.947, 7.120, -5.716], [4.178, 6.889, -6.934], [3.154, 6.544, -3.798], [4.609, 7.567, -3.716], [3.038, 8.285, -4.150], [-8.513, -2.329, -2.487], [-8.573, -2.378, -0.969], [-8.623, -2.419, 0.291], [-7.562, -1.896, -2.809], [-8.601, -3.340, -2.896], [-9.333, -1.717, -2.873], [0.067, -12.425, 8.441], [-0.793, -13.522, 7.836], [-1.507, -14.432, 7.334], [0.812, -12.863, 9.112], [0.581, -11.874, 7.649], [-0.558, -11.731, 9.009], [4.567, -4.838, 0.515], [3.707, -5.935, -0.090], [2.993, -6.845, -0.593], [5.312, -5.276, 1.185], [5.081, -4.287, -0.277], [3.942, -4.144, 1.083], [3.227, -4.482, 4.893], [4.488, -4.378, 4.050], [5.534, -4.291, 3.351], [2.526, -3.690, 4.615], [2.751, -5.453, 4.732], [3.478, -4.379, 5.953], [-5.111, -4.765, -4.469], [-6.607, -4.514, -4.567], [-7.848, -4.306, -4.648], [-4.906, -5.836, -4.546], [-4.592, -4.244, -5.279], [-4.733, -4.398, -3.511], [5.550, -0.871, 1.105], [6.172, -1.993, 0.289], [6.688, -2.923, -0.388], [5.425, 0.018, 0.481], [4.572, -1.182, 1.481], [6.196, -0.624, 1.952], [4.923, 2.893, -5.602], [3.904, 3.657, -4.772], [3.059, 4.291, -4.083], [4.741, 1.818, -5.517], [4.843, 3.186, -6.652], [5.933, 3.112, -5.246], [2.467, 7.426, -9.963], [1.607, 6.328, -10.568], [0.893, 5.418, -11.071], [3.212, 6.988, -9.293], [2.981, 7.976, -10.755], [1.842, 8.120, -9.395], [-0.757, 9.697, -7.549], [0.745, 9.889, -7.687], [1.990, 10.049, -7.802], [-1.283, 10.564, -7.957], [-1.069, 8.802, -8.095], [-1.023, 9.583, -6.495], [8.167, 8.296, -3.283], [7.307, 7.199, -3.888], [6.593, 6.289, -4.391], [8.912, 7.858, -2.612], [8.681, 8.847, -4.075], [7.542, 8.990, -2.715], [6.589, -1.160, 5.288], [5.093, -0.909, 5.191], [3.852, -0.701, 5.110], [6.794, -2.231, 5.212], [7.108, -0.639, 4.479], [6.967, -0.793, 6.247], [3.674, -7.621, 8.564], [3.655, -6.102, 8.496], [3.640, -4.843, 8.439], [4.654, -7.966, 8.903], [2.911, -7.971, 9.266], [3.469, -8.041, 7.576], [-4.733, 3.042, 7.490], [-5.593, 1.945, 6.885], [-6.307, 1.035, 6.382], [-3.988, 2.605, 8.160], [-4.219, 3.593, 6.698], [-5.358, 3.736, 8.058], [-12.414, 0.757, -3.108], [-11.035, 0.384, -3.627], [-9.891, 0.075, -4.058], [-13.180, 0.189, -3.644], [-12.484, 0.530, -2.040], [-12.593, 1.825, -3.257], [9.371, 12.363, -5.393], [9.512, 11.366, -4.254], [9.629, 10.539, -3.310], [8.581, 13.083, -5.163], [10.312, 12.901, -5.536], [9.117, 11.839, -6.318]],
  "mulliken_charge": [-1.02, 0.36, 0.15, 0.21, -0.48, 0.06, -0.53, 0.76, 0.26, -0.58, -0.97, -0.82, 0.07, -0.69, -0.12, 0.20, -0.36, 0.15, -0.23, -0.26, 0.10, -0.63, 0.30, 0.14, 0.40, 0.09, 0.08, 0.13, 0.16, 0.28, 0.31, 0.22, 0.22, 0.09, 0.27, 0.36, 0.29, 0.34, 0.28, 0.29, 0.08, 0.26, -0.52, 0.28, -0.25, 0.24, -0.81, 0.55, -0.56, 0.26, 0.27, 0.29, -0.45, 0.36, -0.51, 0.26, 0.15, 0.22, -0.32, 0.39, -0.58, 0.00, 0.09, 0.39, -0.28, 0.40, -0.54, 0.28, 0.21, -0.01, -0.67, 0.30, -0.41, 0.28, 0.23, 0.25, -0.58, 0.19, -0.53, 0.40, 0.33, 0.20, -0.40, 0.40, -0.61, 0.31, 0.18, 0.10, -0.63, 0.44, -0.54, 0.28, 0.26, 0.17, -0.49, 0.45, -0.57, 0.32, 0.23, 0.05, -0.82, 0.53, -0.65, 0.34, 0.27, 0.26, -0.06, 0.25, -0.45, 0.15, 0.28, -0.19, -0.68, 0.42, -0.51, 0.27, 0.28, 0.26, -0.71, 0.43, -0.52, 0.31, 0.17, 0.32, -0.74, 0.41, -0.49, 0.25, 0.24, 0.34, -0.74, 0.44, -0.52, 0.32, 0.26, 0.24, -0.75, 0.46, -0.50, 0.26, 0.26, 0.29, -0.73, 0.46, -0.53, 0.26, 0.26, 0.28, -0.73, 0.49, -0.55, 0.26, 0.27, 0.27]
}

***

{
  "formula": "C2H6N3O",
  "method": "the ωB97M-V functional and the def2-TZVPD basis",
  "e_homo_ev": -15.152,
  "largest_force_ev_per_a": 6.0,
  "lumo_energy_ev": -4.75,
  "homo_lumo_gap_ev": 10.402,
  "total_charge": 1,
  "total_energy_ha": -318.91629,
  "elements": ["C", "C", "N", "N", "N", "O", "H", "H", "H", "H", "H", "H"],
  "coordinates": [[0.553, 1.635, 0.950], [-0.457, 0.158, -0.291], [0.645, 2.036, -0.426], [0.134, 1.162, -1.107], [0.163, -1.149, -0.610], [-0.318, 0.530, 0.989], [1.540, 1.418, 1.397], [0.136, 2.565, 1.574], [-1.916, -0.085, -0.626], [0.191, -1.993, -0.031], [1.204, -0.994, -1.028], [-0.313, -1.634, -1.431]],
  "mulliken_charge": [-0.22, 0.12, -0.09, -0.25, -0.41, -0.29, 0.29, 0.26, 0.38, 0.34, 0.44, 0.42]
}

***

{
  "formula": "C19H43GdOP3SSe",
  "method": "the ωB97M-V functional and the def2-TZVPD basis",
  "e_homo_ev": [-17.180, -17.246],
  "largest_force_ev_per_a": 6.1,
  "lumo_energy_ev": [-11.64, -12.04],
  "multiplicity": 8,
  "homo_lumo_gap_ev": [5.539, 5.204],
  "total_charge": 3,
  "total_energy_ha": -5413.25891,
  "elements": ["Gd", "P", "P", "P", "H", "C", "C", "H", "C", "C", "C", "C", "C", "C", "C", "C", "C", "H", "H", "H", "H", "H", "H", "H", "H", "H", "H", "H", "H", "H", "H", "H", "H", "H", "H", "H", "H", "H", "H", "H", "H", "H", "H", "H", "H", "H", "C", "C", "C", "C", "C", "C", "Se", "H", "H", "H", "H", "H", "H", "C", "S", "C", "O", "H", "H", "H", "H", "H", "H"],
  "coordinates": [[-0.481, -0.494, 0.045], [-1.820, 2.168, -0.107], [-1.760, -1.294, -2.331], [1.063, 1.190, -1.733], [2.253, 0.935, 3.804], [2.532, 1.853, 3.272], [1.655, 2.851, 3.087], [0.616, 2.776, 3.433], [-3.121, 2.338, 1.176], [-2.820, 2.572, -1.594], [-0.919, 3.738, 0.197], [-1.165, -2.896, -3.001], [-3.503, -1.721, -1.955], [-1.936, -0.330, -3.877], [2.185, 2.238, -0.723], [0.517, 2.375, -3.023], [2.297, 0.237, -2.700], [3.569, 1.920, 2.915], [1.955, 3.802, 2.629], [-2.675, 2.281, 2.178], [-3.862, 1.535, 1.079], [-3.620, 3.311, 1.057], [-3.415, 1.695, -1.880], [-2.177, 2.848, -2.439], [-3.501, 3.404, -1.368], [-0.164, 3.576, 0.978], [-1.626, 4.504, 0.544], [-0.417, 4.103, -0.707], [-1.968, -3.352, -3.596], [-0.885, -3.563, -2.174], [-0.278, -2.739, -3.627], [-3.790, -2.610, -2.533], [-4.166, -0.883, -2.205], [-3.601, -1.940, -0.882], [-2.438, -0.943, -4.638], [-0.943, -0.044, -4.250], [-2.522, 0.579, -3.697], [3.134, 2.355, -1.261], [2.380, 1.765, 0.250], [1.740, 3.223, -0.540], [1.369, 2.601, -3.680], [0.152, 3.310, -2.584], [-0.284, 1.935, -3.630], [3.059, 0.933, -3.079], [1.808, -0.272, -3.541], [2.762, -0.527, -2.061], [2.996, -2.542, 0.494], [3.402, -1.759, 1.590], [4.576, -2.076, 2.280], [5.382, -3.143, 1.860], [5.008, -3.891, 0.733], [3.827, -3.590, 0.053], [1.330, -2.273, -0.441], [0.501, -1.496, 1.206], [2.781, -0.921, 1.904], [4.871, -1.487, 3.153], [6.296, -3.390, 2.403], [5.636, -4.711, 0.386], [3.531, -4.168, -0.823], [-3.215, -2.748, 3.089], [-3.020, -1.001, 2.709], [-1.958, -0.543, 4.095], [-2.041, -1.014, 1.483], [-2.253, -3.175, 3.397], [-3.951, -2.834, 3.897], [-3.595, -3.252, 2.193], [-2.422, -0.914, 5.016], [-0.954, -0.966, 3.961], [-1.912, 0.553, 4.134]],
  "mulliken_charge": [-0.61, 0.83, 1.21, 1.01, 0.29, -0.58, -0.57, 0.28, -1.26, -1.30, -1.00, -1.46, -1.17, -1.24, -1.07, -1.31, -1.31, 0.29, 0.33, 0.28, 0.33, 0.52, 0.28, 0.34, 0.51, 0.02, 0.48, 0.40, 0.50, 0.39, 0.36, 0.47, 0.41, 0.20, 0.48, 0.32, 0.34, 0.51, 0.08, 0.39, 0.48, 0.43, 0.19, 0.53, 0.31, 0.32, 0.81, 0.09, -0.61, -0.45, -0.72, -0.43, 0.60, 0.07, 0.03, 0.41, 0.43, 0.41, 0.36, -1.03, 0.54, -0.86, -0.07, 0.33, 0.45, 0.37, 0.45, 0.28, 0.28]
}